This record from the Open Molecules 2025 dataset describes an isolated ion of composition C22H23F2N2O2 and charge +1. The level of theory is the ωB97M-V functional and the def2-TZVPD basis.

Summary:
orbital gap	0.3061	hartree
DFT total energy	-35690.8192	eV
M	385.4	g/mol
SMILES string	CCOc1cc2c(cc1OCC)-n1cccc1[C@@H](c1cccc(F)c1F)[NH2+]C2
HOMO	-0.40563	Eh
total charge	+1

```
51
Properties=species:S:1:pos:R:3:forces:R:3:mulliken_charge:R:1
C -2.22307 0.23843 4.74741 0.15 0.29 -0.26 -1.047
C -2.25082 1.47329 3.85426 -0.38 -0.22 0.26 -0.521
O -0.96632 1.83311 3.37086 0.40 0.07 -0.18 -0.466
C -0.35069 1.10818 2.40509 0.15 0.07 0.02 0.989
C -0.98249 0.11996 1.66077 0.03 0.08 0.01 -0.457
C -0.34040 -0.56535 0.63553 0.23 -0.01 -0.17 0.214
C 0.98360 -0.23890 0.33408 -0.43 0.35 0.64 -0.128
C 1.63561 0.72855 1.07786 -0.15 -0.06 0.02 -0.681
C 1.00925 1.40854 2.12111 -0.18 -0.30 -0.13 0.156
O 1.78483 2.33227 2.70575 -0.08 -0.08 -0.37 -0.511
C 1.51063 2.90077 3.98310 -0.05 0.24 0.77 -0.302
C 1.67017 1.88618 5.10706 0.02 0.16 -0.43 -0.945
N 1.62558 -0.89561 -0.72403 0.00 -0.14 -0.21 0.211
C 2.87690 -1.42307 -0.73833 0.39 -0.23 -0.02 -0.394
C 3.08389 -2.02917 -1.94810 0.07 0.06 0.10 -1.238
C 1.91666 -1.85688 -2.71328 -0.29 0.09 0.12 -0.328
C 1.02386 -1.16039 -1.93421 -0.15 0.01 -0.21 -0.128
C -0.31177 -0.57141 -2.22757 0.48 0.10 -0.24 0.425
C -0.57558 -0.51080 -3.70999 -0.25 -0.17 -0.17 -0.416
C -0.36132 0.67306 -4.40774 -0.06 -0.08 0.05 -0.518
C -0.51893 0.72837 -5.78175 0.03 -0.01 0.06 -0.838
C -0.89877 -0.39535 -6.49391 -0.02 -0.25 0.19 -0.405
C -1.11858 -1.58073 -5.81363 0.01 0.06 0.07 0.336
F -1.49311 -2.67798 -6.46983 0.03 0.01 0.11 -0.277
C -0.95081 -1.63586 -4.43644 -0.02 0.30 -0.04 0.341
F -1.18029 -2.80232 -3.78088 0.04 -0.06 -0.17 -0.398
N -1.40118 -1.34024 -1.49021 -0.30 -0.11 -0.17 -0.011
C -1.00683 -1.69860 -0.08680 0.25 0.00 0.65 -1.338
H -3.22744 0.02561 5.10116 -0.11 -0.06 0.04 0.405
H -1.58367 0.41745 5.60778 0.04 -0.01 0.08 0.308
H -1.84559 -0.63104 4.21345 -0.01 -0.10 0.00 0.307
H -2.56121 2.34397 4.43665 -0.04 -0.11 -0.15 0.388
H -2.95647 1.35082 3.02402 0.07 0.08 0.04 0.340
H -2.00606 -0.13753 1.88135 -0.12 -0.01 0.09 0.455
H 2.65930 0.98616 0.86024 0.13 0.07 -0.04 0.630
H 2.26604 3.68492 4.07480 -0.14 -0.09 -0.02 0.382
H 0.51841 3.35555 4.00369 0.24 -0.01 -0.06 0.230
H 0.92603 1.09809 5.02462 -0.08 -0.08 0.04 0.187
H 1.54633 2.38513 6.06338 -0.02 0.04 0.14 0.360
H 2.66000 1.43771 5.07045 0.09 -0.03 0.05 0.321
H 3.51686 -1.35287 0.11752 0.10 0.03 0.21 0.506
H 3.97208 -2.53912 -2.25884 0.22 -0.09 -0.01 0.483
H 1.75972 -2.20029 -3.71570 -0.08 -0.02 -0.24 0.571
H -0.34329 0.44379 -1.81239 -0.14 -0.22 -0.07 0.570
H -0.05672 1.55492 -3.86673 0.04 0.12 0.09 0.476
H -0.34429 1.65560 -6.30258 0.02 0.09 -0.06 0.421
H -1.02749 -0.37354 -7.56372 -0.03 -0.03 -0.12 0.463
H -2.25727 -0.77723 -1.48598 0.11 -0.11 -0.04 0.401
H -1.59010 -2.21132 -2.00428 -0.02 0.27 0.01 0.497
H -1.90183 -2.02389 0.44500 0.01 0.00 -0.16 0.602
H -0.31337 -2.54094 -0.16004 -0.18 0.05 -0.14 0.375
```
Forces are in eV/Å.